58
Properties=species:S:1:pos:R:3:lowdin_charge:R:1 method="wB97M-V/def2-TZVPD" homo_lumo_gap_ev=4.643 homo_ev=-10.36 e_lumo_ev=-5.719 multiplicity=1 total_charge=+1 mol_weight_g_mol=353.60 energy_ha=-1260.68918 relative_energy_kj_mol=0.00
C -1.266 -5.098 1.402 -0.0781
C -1.071 -3.717 0.759 -0.1877
C -0.186 -2.875 1.628 -0.3746
C 1.047 -2.335 1.378 -0.1378
C 2.079 -2.257 2.454 -0.1055
O -0.720 -2.687 2.879 -0.1527
Si -1.336 -1.119 3.258 0.4569
C -3.064 -1.484 3.788 -0.1496
C -0.236 -0.431 4.580 -0.1456
C -1.340 0.004 1.749 -0.1510
H -2.028 -5.681 0.869 0.0790
H -0.320 -5.653 1.384 0.0826
H -1.567 -4.959 2.450 0.0771
H -0.637 -3.794 -0.243 0.1149
H -2.046 -3.212 0.649 0.1130
H 1.268 -1.964 0.382 0.0834
H 3.085 -2.453 2.050 0.0791
H 2.121 -1.270 2.945 0.0414
H 1.861 -3.022 3.222 0.0975
H -3.613 -0.551 3.962 0.0404
H -3.590 -2.059 3.016 0.0423
H -3.049 -2.071 4.712 0.0442
H -0.546 0.598 4.808 0.0410
H -0.346 -1.037 5.488 0.0472
H 0.823 -0.417 4.298 0.0144
H -1.725 1.002 2.026 0.0528
H -0.331 0.138 1.325 -0.0060
H -1.983 -0.395 0.945 0.0567
C 7.592 1.675 -0.947 -0.0164
C 6.132 1.656 -0.649 -0.2131
C 5.649 1.509 0.664 -0.0002
C 4.320 1.207 0.894 0.0341
C 3.397 1.092 -0.195 -0.1679
C 2.101 0.549 -0.016 0.1378
C 1.043 0.784 -0.975 -0.2169
C -0.094 1.579 -0.656 -0.0282
C -1.101 1.790 -1.582 -0.0120
C -1.048 1.186 -2.844 -0.2495
C -2.188 1.302 -3.802 -0.0376
C 0.093 0.455 -3.196 -0.0188
C 1.117 0.249 -2.289 -0.0286
C 3.861 1.531 -1.480 0.0405
C 5.204 1.770 -1.694 0.0006
H 7.750 1.421 -2.000 0.0928
H 8.079 2.636 -0.748 0.1085
H 8.088 0.923 -0.328 0.0995
H 6.346 1.591 1.498 0.1339
H 3.942 1.041 1.905 0.1323
H 1.884 0.071 0.940 0.1062
H -0.139 2.026 0.339 0.1176
H -1.948 2.426 -1.319 0.1299
H -1.849 1.116 -4.827 0.0864
H -2.944 0.545 -3.559 0.0991
H -2.682 2.278 -3.752 0.0905
H 0.178 0.053 -4.205 0.1247
H 2.006 -0.322 -2.561 0.1257
H 3.144 1.621 -2.298 0.1215
H 5.547 2.011 -2.701 0.1324


13
Properties=species:S:1:pos:R:3:lowdin_charge:R:1 method="wB97M-V/def2-TZVPD" homo_lumo_gap_ev=9.716 homo_ev=-8.87 e_lumo_ev=0.843 multiplicity=1 total_charge=0 mol_weight_g_mol=85.11 energy_ha=-286.53286 relative_energy_kj_mol=259.36
C -2.081 0.812 -0.434 -0.1026
C -0.625 0.550 -0.096 -0.1554
C -0.077 -0.260 -0.963 -0.2732
O 0.251 -1.006 -1.804 0.1554
H -2.187 1.364 -1.375 0.0774
H -2.501 1.398 0.379 0.0695
H -2.656 -0.117 -0.537 0.0799
H -0.037 1.147 0.590 0.0982
C 1.842 -0.878 1.196 -0.1544
N 2.445 -0.073 0.422 0.0261
H 1.441 -1.855 0.897 0.0756
H 1.677 -0.584 2.235 0.0660
H 2.509 -0.472 -0.518 0.0374